DFT (wB97M-V/def2-TZVPD) results for a structure of composition C43H33BF4N12OTi.

The geometry in XYZ format:
```
95
Properties=species:S:1:pos:R:3:lowdin_charge:R:1
Ti 1.128 0.422 -0.816 1.13
C 1.851 -2.236 -4.370 -0.07
C 2.011 -1.256 -3.398 -0.06
N 1.194 -1.187 -2.357 0.06
C 0.210 -2.095 -2.273 -0.17
C 0.059 -3.052 -3.269 -0.03
N 0.875 -3.125 -4.310 0.13
C -0.633 -2.049 -1.057 -0.16
C -1.573 -3.017 -0.733 0.08
C -2.195 -2.974 0.509 -0.12
C -1.844 -1.958 1.396 0.06
C -0.922 -1.008 0.992 -0.17
N -0.373 -1.042 -0.225 0.07
C -0.352 0.025 1.879 -0.16
C -0.784 0.255 3.180 -0.03
N -0.186 1.127 3.978 0.12
C 0.860 1.775 3.488 -0.07
C 1.291 1.590 2.180 -0.07
N 0.675 0.728 1.378 0.04
C -3.158 -4.020 0.910 -0.17
C -4.281 -3.710 1.667 -0.01
C -5.141 -4.736 2.029 -0.12
N -4.950 -6.008 1.699 0.07
C -3.875 -6.298 0.977 -0.12
C -2.954 -5.350 0.556 -0.01
H 2.530 -2.286 -5.212 0.12
H 2.797 -0.517 -3.466 0.12
H -0.746 -3.773 -3.232 0.13
H -1.815 -3.809 -1.424 0.12
H -2.263 -1.950 2.392 0.13
H -1.634 -0.274 3.591 0.12
H 1.374 2.472 4.137 0.12
H 2.126 2.142 1.771 0.12
H -4.511 -2.689 1.940 0.10
H -6.029 -4.519 2.611 0.11
H -3.733 -7.342 0.722 0.11
H -2.086 -5.657 -0.012 0.11
C 5.429 1.842 -0.905 0.00
C 3.977 1.594 -1.137 -0.25
N 3.236 0.839 -0.412 -0.03
N 3.821 0.201 0.663 0.09
C 3.106 -0.868 0.918 -0.44
O 2.070 -1.194 0.238 -0.12
C 3.470 -1.709 2.085 -0.15
C 2.679 -2.809 2.405 -0.02
C 2.983 -3.583 3.513 -0.07
C 4.077 -3.261 4.305 -0.07
C 4.869 -2.166 3.987 -0.07
C 4.569 -1.392 2.879 -0.03
C 3.284 2.198 -2.287 -0.24
C 3.917 3.089 -3.141 0.01
C 3.194 3.648 -4.184 -0.02
C 1.864 3.311 -4.326 -0.01
C 1.297 2.416 -3.430 -0.08
N 1.986 1.849 -2.437 0.03
H 5.788 1.234 -0.082 0.07
H 5.999 1.612 -1.806 0.10
H 5.601 2.896 -0.672 0.10
H 1.833 -3.052 1.777 0.11
H 2.369 -4.439 3.759 0.11
H 4.314 -3.866 5.171 0.11
H 5.723 -1.919 4.602 0.11
H 5.182 -0.539 2.623 0.11
H 4.955 3.345 -2.990 0.12
H 3.668 4.345 -4.862 0.12
H 1.253 3.728 -5.113 0.12
H 0.256 2.165 -3.503 0.10
F -0.589 0.803 -2.025 -0.06
B -1.450 0.480 -3.255 -1.21
F -0.560 0.032 -4.216 0.16
F -2.048 1.660 -3.588 0.19
F -2.325 -0.510 -2.866 0.17
C 0.360 5.150 -0.343 -0.02
C 0.907 3.915 -0.630 -0.11
N 0.268 2.769 -0.390 0.02
C -0.959 2.820 0.136 -0.06
C -1.597 4.015 0.482 -0.15
C -0.895 5.195 0.231 0.00
C -2.894 4.166 1.161 -0.02
C -3.999 3.430 1.354 -0.02
C -4.423 2.084 0.953 -0.25
C -5.734 1.699 1.234 0.00
C -6.117 0.425 0.858 -0.11
N -5.291 -0.413 0.236 0.10
C -4.074 0.053 -0.009 -0.19
N -3.593 1.242 0.331 0.15
H 0.916 6.053 -0.549 0.12
H 1.897 3.842 -1.064 0.10
H -1.473 1.884 0.276 0.08
H -1.340 6.148 0.491 0.12
H -2.973 5.159 1.594 0.11
H -4.777 3.949 1.903 0.11
H -6.425 2.368 1.726 0.11
H -7.119 0.062 1.062 0.12
H -3.404 -0.595 -0.559 0.10
```

As for the spin multiplicity: 2. The net charge is +1. As for the largest force on an atom: 0.4 eV/Å. Its total energy is -3664.74185 hartree. Its energy relative to the best compared isomer or geometry (same formula, charge and spin) is 0.00 kcal/mol. For the gap between HOMO and LUMO (alpha / beta), the calculation gives 7.303 / 7.349 eV.